The following is a quantum chemistry calculation of C49H62BN7PTi as an isolated structure, from the OMol25 dataset.

Its LUMO energy (alpha / beta) is -2.08 / -2.20 eV. The HOMO-LUMO gap (alpha / beta) comes out at 7.456 / 8.822 eV. The expectation value of S² is 2.008. The spin multiplicity is 3. As for the charge: +1.

The geometry in XYZ format:
```
121
Properties=species:S:1:pos:R:3:forces:R:3:mulliken_spin:R:1
Ti 0.020 0.123 1.275 -0.1 -0.1 -0.6 1.33
C -0.261 -4.977 3.065 -0.1 0.0 0.0 0.00
C -0.892 -3.780 2.428 0.1 -0.2 -0.1 0.00
C -2.142 -3.663 1.851 -0.1 -0.2 0.1 0.01
C -2.243 -2.342 1.424 -0.1 0.1 -0.2 -0.02
N -1.104 -1.681 1.698 0.1 -0.3 0.3 -0.03
N -0.277 -2.595 2.315 0.1 0.3 0.2 0.01
B 1.060 -2.178 3.002 -0.1 0.1 0.0 0.04
N 2.143 -1.774 1.974 -0.4 0.0 -0.2 0.01
N 1.969 -0.620 1.272 1.2 -0.6 0.2 -0.11
C 3.162 -0.296 0.763 0.0 0.4 0.1 0.01
C 4.092 -1.290 1.072 0.2 -0.1 -0.1 0.02
C 3.404 -2.215 1.839 0.2 0.0 0.2 0.02
C 3.903 -3.456 2.507 0.0 0.0 -0.1 0.00
C 3.420 1.050 0.215 0.0 -0.2 0.0 0.02
C 4.574 1.313 -0.517 0.1 0.0 -0.1 0.00
C 4.864 2.601 -0.942 0.0 0.0 -0.1 0.00
C 3.997 3.649 -0.654 0.0 0.0 0.0 0.00
C 2.845 3.400 0.079 0.0 0.0 0.0 0.00
C 2.577 2.114 0.519 0.0 0.0 -0.1 -0.01
N 0.770 -0.941 3.910 0.0 0.0 -0.3 -0.04
N 0.417 0.269 3.372 0.1 -0.3 0.4 -0.01
C 0.136 1.071 4.404 0.0 0.3 0.0 0.00
C 0.290 0.385 5.605 0.0 -0.1 0.1 0.01
C 0.686 -0.895 5.246 0.0 0.0 0.1 0.01
C 0.993 -2.069 6.119 0.0 0.1 0.0 0.00
C -0.257 2.480 4.204 0.0 -0.1 0.1 0.03
C 0.492 3.318 3.386 0.0 0.1 -0.1 0.03
C 0.078 4.621 3.139 0.0 -0.1 0.0 0.01
C -1.090 5.099 3.717 0.0 0.0 0.0 0.00
C -1.825 4.277 4.567 0.0 -0.1 0.0 0.00
C -1.406 2.974 4.814 -0.1 0.1 0.0 0.00
C -3.401 -1.782 0.692 0.1 0.0 0.0 0.07
C -4.029 -2.572 -0.270 -0.2 0.0 -0.1 0.00
C -5.097 -2.077 -1.006 0.0 0.0 0.0 0.00
C -5.558 -0.783 -0.789 0.1 -0.1 0.0 0.00
C -4.959 -0.002 0.191 0.0 0.0 0.0 0.00
C -3.895 -0.505 0.929 -0.1 0.0 0.1 0.03
H -0.890 -5.847 2.891 0.0 0.0 0.0 0.00
H -0.146 -4.849 4.144 0.0 0.0 -0.1 0.00
H 0.727 -5.177 2.649 0.0 0.0 0.0 0.00
H -2.900 -4.430 1.787 0.1 0.1 0.0 0.00
H 1.461 -3.088 3.667 -0.1 0.1 -0.1 0.00
H 5.143 -1.311 0.827 -0.1 0.0 0.0 0.00
H 4.928 -3.646 2.198 0.0 0.0 0.0 0.00
H 3.298 -4.325 2.244 0.0 0.0 0.0 0.00
H 3.886 -3.356 3.593 0.0 0.0 0.0 0.00
H 5.255 0.501 -0.752 0.0 0.1 0.0 0.00
H 5.769 2.788 -1.507 0.0 0.0 0.0 0.00
H 4.225 4.654 -0.987 0.0 -0.1 0.0 0.00
H 2.169 4.211 0.326 0.0 0.0 0.0 0.00
H 1.718 1.953 1.153 -0.2 0.0 0.1 0.01
H 0.168 0.777 6.603 0.0 -0.1 -0.1 0.00
H 0.899 -1.778 7.162 0.0 0.0 0.0 0.00
H 2.006 -2.437 5.954 0.0 0.0 0.0 0.00
H 0.304 -2.894 5.931 0.0 0.0 0.0 0.00
H 1.415 2.955 2.958 0.1 0.0 0.0 -0.01
H 0.672 5.266 2.503 0.0 0.0 0.0 0.00
H -1.413 6.116 3.530 0.0 0.0 0.0 0.00
H -2.727 4.651 5.036 0.0 0.0 0.0 0.00
H -1.993 2.323 5.452 0.0 0.0 0.0 0.00
H -3.670 -3.577 -0.463 -0.1 0.1 0.1 0.00
H -5.566 -2.703 -1.756 0.0 0.0 0.0 0.00
H -6.387 -0.394 -1.368 0.0 0.0 0.0 0.00
H -5.331 0.995 0.396 0.0 -0.1 0.0 0.00
H -3.471 0.086 1.722 0.0 0.0 0.0 -0.02
N -2.264 2.276 1.813 -0.2 0.4 0.1 0.21
C -1.459 1.474 1.544 -0.7 0.5 -0.1 0.13
H -2.576 3.107 2.287 0.0 0.0 0.0 0.00
C 2.701 0.560 -5.213 -0.1 0.0 0.0 0.00
C 2.857 -0.748 -4.418 0.0 0.1 0.0 0.00
C 2.307 -0.612 -2.985 -0.1 0.1 -0.1 0.00
C 1.090 0.328 -2.987 0.2 0.1 0.0 0.05
C 1.595 1.758 -3.285 0.0 0.0 0.0 0.01
C 2.783 1.753 -4.268 0.0 0.0 0.0 0.00
P -0.026 0.259 -1.509 -0.3 -0.3 0.0 0.09
C -1.331 1.555 -1.825 0.0 0.1 -0.1 -0.01
C -1.929 1.657 -3.254 0.0 0.0 0.1 0.01
C -2.477 3.059 -3.559 0.1 0.0 0.0 0.00
C -3.148 3.646 -2.323 0.1 -0.1 0.1 0.00
C -2.101 3.900 -1.219 0.0 -0.1 0.0 0.00
C -0.894 2.951 -1.335 -0.1 0.0 -0.1 0.04
C -0.926 -1.369 -1.723 0.1 0.0 -0.1 -0.08
C -1.508 -1.694 -3.128 0.1 -0.2 0.2 0.00
C -0.770 -2.853 -3.798 0.0 0.0 0.0 0.00
C -0.901 -4.151 -2.989 0.0 0.1 0.0 0.00
C -0.858 -3.875 -1.472 -0.1 0.1 -0.1 0.00
C -0.112 -2.572 -1.188 0.0 0.1 0.0 -0.01
H 1.736 0.578 -5.730 0.0 0.0 0.0 0.00
H 3.463 0.625 -5.991 0.0 0.0 0.0 0.00
H 3.912 -1.029 -4.369 0.0 0.0 0.0 0.00
H 2.343 -1.562 -4.935 0.0 0.0 0.0 0.00
H 3.065 -0.182 -2.336 0.2 0.1 0.2 0.00
H 2.089 -1.595 -2.585 -0.1 -0.1 0.0 0.00
H 0.439 0.005 -3.802 0.0 0.0 -0.1 0.00
H 1.894 2.248 -2.353 0.0 0.0 0.0 0.00
H 0.784 2.353 -3.710 0.0 0.0 0.0 0.00
H 3.724 1.702 -3.714 0.0 0.0 0.0 0.00
H 2.801 2.694 -4.821 0.0 0.0 0.0 0.00
H -2.133 1.230 -1.150 0.0 -0.1 0.0 0.05
H -2.746 0.940 -3.345 0.0 0.0 0.0 0.00
H -1.193 1.391 -4.015 0.0 0.0 0.0 0.00
H -3.174 3.001 -4.396 0.0 0.0 0.0 0.00
H -1.664 3.722 -3.881 -0.1 0.0 0.0 0.00
H -3.904 2.939 -1.965 0.0 0.0 0.0 0.00
H -3.678 4.568 -2.566 0.0 0.0 0.0 0.00
H -2.570 3.780 -0.239 0.0 0.0 -0.1 0.00
H -1.746 4.932 -1.272 0.0 0.0 0.0 0.00
H -0.373 2.887 -0.377 0.0 0.0 0.0 0.01
H -0.175 3.369 -2.039 0.0 0.0 0.0 0.00
H -1.769 -1.254 -1.036 -0.1 0.1 0.0 0.03
H -1.489 -0.831 -3.781 0.0 0.2 -0.1 0.00
H -2.564 -1.962 -3.017 0.0 0.0 0.0 0.00
H 0.287 -2.587 -3.914 0.0 0.0 0.0 0.00
H -1.158 -3.001 -4.807 0.0 0.0 0.0 0.00
H -0.104 -4.842 -3.271 0.0 0.0 0.0 0.00
H -1.842 -4.644 -3.247 0.0 0.0 0.0 0.00
H -0.387 -4.706 -0.944 0.0 0.0 0.0 0.00
H -1.874 -3.790 -1.075 0.3 0.0 -0.1 0.00
H 0.859 -2.634 -1.671 0.1 0.0 0.0 0.00
H 0.088 -2.461 -0.124 0.0 0.0 -0.1 0.02
```
Positions in Å, forces in eV/Å.